(1)
This record from the Open Molecules 2025 dataset describes an isolated ion of composition C14H22N3O6P2 and charge +1. The level of theory is wB97M-V/def2-TZVPD.

Positions of all 47 atoms, in Å:
C  -3.558  2.576  -1.384
C  -2.914  2.626  0.068
C  -1.708  1.686  0.069
C  -0.773  1.977  -0.896
C  0.350  1.140  -1.007
C  1.263  1.517  -2.062
O  1.014  2.612  -2.848
C  2.355  0.741  -2.228
C  2.642  -0.389  -1.379
C  3.946  -1.089  -1.799
O  4.396  -0.721  -3.083
O  4.109  -1.747  -3.998
C  1.818  -0.778  -0.324
P  2.348  -2.188  0.701
N  3.770  -2.722  0.336
O  1.397  -3.494  0.496
O  2.469  -1.765  2.294
C  0.583  0.025  -0.152
C  -0.437  -0.206  0.819
P  -0.413  -1.648  2.016
N  -0.199  -0.917  3.602
O  -1.904  -2.428  1.973
N  -1.523  0.631  0.912
C  -2.599  0.472  1.904
C  -3.827  -0.219  1.201
H  -3.207  1.663  -1.893
H  -4.649  2.452  -1.308
H  -3.277  3.436  -2.001
H  -2.616  3.673  0.219
H  -3.723  2.374  0.753
H  -0.913  2.810  -1.583
H  1.623  3.308  -2.557
H  3.036  1.039  -3.029
H  3.726  -2.168  -1.834
H  4.755  -0.999  -1.060
H  4.842  -1.759  -4.633
H  4.410  -2.656  1.118
H  1.090  -3.799  1.362
H  3.337  -1.367  2.444
H  -0.303  0.095  3.495
H  -0.978  -1.180  4.213
H  -2.064  -2.716  2.888
H  -2.370  -0.135  2.777
H  -2.945  1.429  2.315
H  -3.487  -0.764  0.309
H  -4.588  0.512  0.896
H  -4.303  -0.940  1.878

Force components x, y, z for each atom (eV/Å):
C 0.13 -0.85 0.38
C -0.74 -0.21 -1.15
C -0.32 1.45 -0.37
C 0.29 -1.33 0.85
C -0.22 1.42 -1.04
C 0.35 -1.11 0.79
O 0.02 -0.05 0.62
C -0.08 0.36 -0.07
C 0.62 0.10 -0.30
C -0.49 -1.76 -0.08
O 0.83 1.52 0.31
O -1.00 -1.08 -0.44
C -1.01 0.66 -0.54
P 2.97 -2.33 0.84
N -0.36 0.99 -0.21
O -0.32 1.53 0.35
O -1.62 0.33 -0.70
C -0.06 -0.68 0.50
C -1.25 0.63 0.60
P 1.70 -1.64 0.33
N -1.34 0.54 -1.12
O 0.45 1.37 0.47
N 0.65 0.88 -0.24
C -2.19 -0.96 0.02
C 0.22 0.16 0.16
H -0.15 0.41 0.05
H 0.37 0.47 -0.09
H -0.26 -0.18 0.22
H 0.18 -0.48 0.38
H 0.49 0.13 0.12
H 0.09 -0.31 0.26
H -0.10 0.02 -0.36
H -0.02 -0.51 0.34
H 0.33 0.43 0.06
H -0.32 0.30 -0.33
H 0.21 0.40 0.47
H 0.17 -0.18 -0.26
H -0.14 -0.08 -0.22
H -0.04 -0.10 -0.11
H 0.27 -0.07 0.38
H 0.36 -0.09 0.12
H -0.29 -0.21 -0.31
H 0.68 0.12 -0.51
H 0.67 -0.10 -0.37
H -0.17 0.10 0.33
H 0.26 -0.22 0.05
H 0.17 0.23 -0.20

LUMO: -4.6 eV
Calculated total energy: -1844.75195 Ha
Total charge: +1
SMILES: CCc1cc2c(O)cc(COO)c(P(=N)(O)O)c2c(P(N)O)[n+]1CC


(2)
This record from the Open Molecules 2025 dataset describes C14H22O11Rb3 as an isolated structure. The level of theory is wB97M-V/def2-TZVPD.

Positions of all 50 atoms, in Å:
Rb  -7.787  -5.558  -8.824
Rb  -5.927  -3.184  -5.623
Rb  -2.708  -5.541  -4.606
O  -6.549  -8.051  -7.836
C  -6.963  -8.027  -6.518
C  -6.024  -7.351  -5.429
O  -5.400  -6.136  -5.629
H  -7.187  -9.041  -6.186
H  -7.990  -7.662  -6.549
H  -5.294  -8.101  -5.125
H  -6.688  -7.255  -4.571
C  -8.589  -6.773  -2.074
C  -9.889  -6.168  -2.708
C  -11.233  -6.621  -2.160
O  -11.977  -5.545  -1.797
C  -11.248  -4.420  -2.106
O  -11.647  -3.313  -1.776
O  -10.035  -4.720  -2.593
H  -7.720  -6.239  -2.459
H  -8.503  -7.783  -2.477
H  -8.598  -6.836  -0.986
H  -9.911  -6.415  -3.769
H  -11.036  -7.293  -1.325
H  -11.697  -7.055  -3.046
C  -7.769  -11.771  -7.732
C  -8.642  -11.875  -9.024
C  -9.913  -11.155  -8.765
O  -10.058  -10.420  -9.922
C  -8.981  -10.428  -10.697
O  -8.896  -10.022  -11.823
O  -8.087  -11.209  -10.127
H  -6.747  -11.982  -8.045
H  -8.052  -12.351  -6.853
H  -7.647  -10.722  -7.461
H  -8.777  -12.910  -9.336
H  -9.857  -10.447  -7.938
H  -10.827  -11.746  -8.805
C  -6.008  -11.575  -4.062
C  -7.476  -11.773  -3.528
C  -8.425  -10.653  -3.917
O  -9.645  -11.325  -4.100
C  -9.394  -12.683  -4.208
O  -10.197  -13.625  -4.320
O  -8.117  -12.899  -4.121
H  -5.671  -10.768  -3.412
H  -5.837  -11.196  -5.070
H  -5.283  -12.382  -3.958
H  -7.434  -11.917  -2.448
H  -7.930  -10.321  -4.830
H  -8.557  -9.817  -3.231

Force components x, y, z for each atom (eV/Å):
Rb 0.58 -1.06 0.39
Rb 0.07 -0.55 0.08
Rb -0.68 -0.30 -0.36
O -0.02 0.62 0.25
C 1.23 0.39 -1.95
C -0.71 0.10 -0.23
O 0.17 1.07 -0.41
H 0.39 -0.84 0.80
H -1.00 1.28 0.87
H 0.42 -0.67 -0.13
H -0.59 -0.21 0.77
C -1.14 0.65 -0.82
C 0.67 0.31 0.11
C 1.09 -2.64 -1.05
O 0.20 2.40 0.04
C -1.25 2.27 2.45
O 1.05 -2.16 -1.42
O 0.13 -0.26 -0.10
H 0.00 0.08 0.21
H -0.06 -0.05 0.07
H -0.07 0.28 -0.04
H 0.57 0.29 -0.07
H -0.64 -0.26 -0.04
H -0.49 -0.90 0.62
C 1.14 0.56 -1.59
C 0.94 -1.26 2.68
C -1.39 -0.01 -0.06
O -1.53 2.75 -2.07
C -0.36 -1.02 -1.48
O -0.11 0.71 0.85
O 2.04 -0.14 0.21
H 0.13 -0.64 0.28
H -0.28 -0.24 -0.42
H -0.47 0.26 0.06
H -0.09 -0.10 0.18
H -0.12 -0.35 0.31
H 0.22 -0.39 1.06
C -0.55 0.63 0.88
C 2.04 0.05 -0.27
C 1.46 -0.04 -0.34
O -1.17 -1.38 -0.39
C -3.43 -2.24 -0.09
O 1.72 3.66 0.03
O 1.82 -0.42 0.23
H 0.41 0.14 0.04
H -0.87 -0.02 -0.21
H -0.57 -0.38 0.42
H 0.02 -0.29 0.08
H -1.02 0.63 -0.51
H 0.10 -0.32 0.06

LUMO (spin up / spin down): -1.0 / -0.9 eV
2S+1: 2
Calculated total energy: -1446.38570 Ha
Total charge: 0


(3)
This record from the Open Molecules 2025 dataset describes C14H23BBr3INO8PS2 as an isolated structure. The level of theory is wB97M-V/def2-TZVPD.

Positions of all 54 atoms, in Å:
C  -0.281  -2.397  4.267
C  -0.563  -1.600  3.422
C  -0.865  -0.530  2.441
C  0.090  -0.748  1.217
O  0.440  -2.093  1.036
C  -0.582  -2.828  0.358
B  -0.070  -4.233  -0.214
O  -0.853  -5.361  0.011
O  1.106  -4.285  -0.946
C  0.767  -3.917  -2.291
N  -2.311  -0.662  2.118
S  -3.001  0.716  1.349
C  -2.758  0.459  -0.461
C  -1.937  1.669  -0.941
O  -2.238  2.763  -0.596
O  -0.854  1.357  -1.716
C  -0.906  1.922  -3.046
C  0.289  2.829  -3.343
C  0.340  3.891  -2.217
O  1.572  2.185  -3.321
C  1.551  0.845  -3.557
O  1.358  0.342  -4.617
C  1.818  -0.075  -2.333
S  2.481  0.814  -0.873
P  -0.307  1.068  3.284
O  -0.218  2.217  2.080
I  -2.116  1.842  4.792
H  0.253  -3.076  4.890
H  1.036  -0.241  1.453
H  -0.332  -0.289  0.314
H  -0.891  -2.223  -0.525
H  -1.480  -2.939  0.980
H  -0.510  -5.804  0.798
H  1.325  -4.540  -2.996
H  1.006  -2.866  -2.496
H  -0.303  -4.078  -2.501
H  -2.816  -0.756  2.995
H  -2.194  -0.459  -0.641
H  -3.729  0.413  -0.957
H  -1.788  2.575  -3.068
H  -1.102  1.159  -3.808
H  0.083  3.391  -4.263
H  0.694  3.365  -1.323
H  1.044  4.695  -2.437
H  -0.658  4.255  -1.963
H  2.545  -0.826  -2.647
H  0.888  -0.557  -2.026
H  1.392  1.228  -0.178
H  -0.004  3.040  2.543
C  2.652  1.581  4.448
Br  4.425  1.487  5.196
Br  1.809  3.281  4.805
Br  2.645  1.172  2.566
H  2.055  0.822  4.938

Force components x, y, z for each atom (eV/Å):
C 0.73 -0.18 0.06
C -0.17 1.10 -0.29
C -0.86 -0.35 -0.09
C 0.40 0.10 0.75
O -0.36 0.02 -0.64
C -0.23 0.12 -0.31
B 0.22 0.24 0.52
O 0.64 0.34 0.11
O -0.70 -0.05 -0.23
C 0.13 0.02 -0.38
N 0.40 0.16 -0.63
S -0.26 0.09 -0.05
C 1.02 -0.06 0.42
C -0.77 -1.15 0.64
O 0.09 0.87 -0.48
O -0.26 -0.43 -0.57
C -0.46 0.86 -0.36
C -0.71 1.36 1.29
C 0.31 -0.79 0.23
O -0.48 -0.58 -0.28
C 0.38 -0.64 1.04
O -0.30 0.09 -0.72
C -0.11 1.36 0.37
S 0.55 -0.19 0.15
P 0.74 0.35 0.64
O -0.84 -0.85 0.43
I -0.28 -0.24 -0.39
H -0.42 -0.13 0.20
H -0.52 -0.30 -0.23
H -0.01 -0.11 0.12
H -0.08 -0.24 0.12
H 0.19 0.04 -0.03
H -0.28 -0.34 -0.11
H -0.03 0.03 0.22
H -0.04 -0.18 0.16
H 0.20 0.04 -0.03
H -0.15 -0.20 -0.15
H -0.36 0.00 0.07
H 0.15 0.13 -0.04
H 0.27 0.05 -0.16
H 0.42 -0.25 0.39
H 0.29 -0.67 -0.30
H 0.02 0.25 -0.08
H -0.18 -0.06 -0.10
H 0.17 0.20 -0.30
H -0.07 0.04 0.22
H 0.06 -0.02 -0.33
H -0.02 -0.24 -0.75
H 0.18 0.14 -0.23
C 0.14 -0.05 0.08
Br -0.12 0.07 -0.08
Br 0.15 0.02 0.00
Br 1.30 0.18 0.18
H -0.08 0.04 -0.07

LUMO: -0.1 eV
Calculated total energy: -10386.18639 Ha
Total charge: 0


(4)
This record from the Open Molecules 2025 dataset describes C14H23BF8N3O6P2Ti as an isolated structure. The level of theory is wB97M-V/def2-TZVPD.

Positions of all 58 atoms, in Å:
Ti  -0.287  0.161  0.100
C  -0.081  -0.870  -2.903
C  -0.121  -2.152  -2.100
N  0.455  -2.035  -0.739
C  0.003  -3.234  0.005
C  0.579  -3.417  1.398
C  1.933  -1.971  -0.790
C  2.426  -0.939  0.210
N  1.703  0.295  -0.080
C  2.417  1.418  -0.444
C  1.886  2.283  -1.408
F  0.685  1.981  -1.939
C  2.544  3.419  -1.824
F  1.982  4.182  -2.769
C  3.773  3.767  -1.297
C  4.306  2.939  -0.330
F  5.485  3.243  0.230
C  3.648  1.801  0.102
F  4.201  1.081  1.095
H  -0.430  -1.068  -3.917
H  0.919  -0.443  -2.976
H  -0.747  -0.102  -2.501
H  0.399  -2.959  -2.636
H  -1.158  -2.466  -1.979
H  0.251  -4.120  -0.599
H  -1.084  -3.180  0.054
H  1.639  -3.672  1.390
H  0.070  -4.258  1.878
H  0.464  -2.523  2.010
H  2.232  -1.653  -1.789
H  2.367  -2.963  -0.624
H  3.505  -0.814  0.122
H  2.223  -1.259  1.235
H  4.292  4.656  -1.622
N  -2.375  -2.372  3.130
C  -2.727  -0.949  2.692
C  -3.925  -0.492  3.511
P  -1.194  0.024  3.160
O  -0.773  -0.862  4.464
O  -1.458  1.406  3.552
O  -0.211  -0.396  2.075
P  -3.237  -1.105  0.882
O  -3.527  -2.721  0.867
O  -4.484  -0.404  0.585
O  -1.964  -0.950  0.065
H  -2.204  -2.377  4.136
H  -1.517  -2.693  2.670
H  -3.127  -3.008  2.856
H  -3.688  -0.467  4.578
H  -4.797  -1.127  3.341
H  -4.177  0.517  3.191
H  -0.587  -0.273  5.205
H  -4.395  -2.872  0.475
F  -1.819  1.538  -1.090
B  -1.886  2.402  0.053
F  -0.491  2.172  0.589
F  -2.090  3.696  -0.225
F  -2.723  1.840  0.987

Force components x, y, z for each atom (eV/Å):
Ti 0.63 -0.29 -0.05
C 0.01 0.10 -0.10
C -0.05 -0.09 0.01
N -0.07 0.18 0.13
C 0.00 -0.04 -0.08
C 0.03 -0.05 0.08
C -0.04 -0.01 -0.05
C 0.06 0.00 0.00
N -0.53 0.06 -0.01
C -0.04 0.04 0.06
C 0.11 0.08 0.07
F 0.10 -0.03 -0.01
C -0.02 -0.01 -0.01
F 0.00 0.01 0.02
C 0.00 -0.05 0.02
C -0.06 -0.04 0.00
F 0.00 0.01 0.00
C -0.01 0.10 -0.11
F -0.01 0.00 0.02
H 0.01 -0.01 0.01
H 0.01 -0.03 0.00
H -0.02 -0.05 0.02
H 0.01 0.02 0.02
H 0.00 0.03 0.00
H -0.01 0.01 0.03
H 0.00 0.02 0.00
H 0.01 0.03 -0.02
H 0.00 -0.01 -0.02
H -0.01 0.04 0.00
H 0.01 0.02 0.03
H 0.01 0.01 0.02
H -0.04 -0.04 -0.07
H 0.04 -0.02 -0.01
H 0.00 0.01 0.00
N -0.03 -0.06 0.04
C -0.17 -0.17 0.16
C 0.02 0.02 0.00
P -0.23 0.03 -0.29
O 0.09 -0.17 0.06
O 0.01 0.01 0.03
O 0.02 0.26 -0.16
P 0.17 0.24 0.06
O 0.06 -0.18 0.01
O -0.03 0.01 0.00
O -0.20 0.14 0.08
H 0.04 0.01 0.00
H 0.01 0.04 -0.02
H 0.01 0.00 -0.02
H 0.01 0.01 0.00
H 0.00 0.00 -0.01
H -0.01 0.00 0.02
H -0.02 0.07 0.01
H -0.05 0.05 -0.02
F 0.02 -0.15 -0.06
B 0.13 -0.16 0.21
F 0.01 -0.11 0.07
F 0.05 0.06 -0.13
F -0.06 0.05 -0.02

LUMO (spin up / spin down): -0.3 / -0.3 eV
2S+1: 2
Calculated total energy: -3519.49553 Ha
Total charge: 0